DFT (the ωB97M-V functional and the def2-TZVPD basis) results for a structure of composition C10H10Br2Pb at a distorted geometry.

## Properties
* charge: -2
* multiplicity: 1
* LUMO: 5.404 eV
* HOMO-LUMO gap: 5.8 eV

CARTESIAN COORDINATES (ANGSTROEM)
Pb1 1.22 -0.01 0.32
Br1 0.96 -2.89 0.63
Br2 2.54 -0.68 2.67
C1 2.64 0.80 -2.17
C2 2.33 -0.57 -2.44
C3 -1.92 -0.66 1.33
C4 0.56 0.72 -3.20
C5 -1.93 -1.21 2.66
C6 -2.19 0.72 1.42
C7 -2.25 1.09 2.80
C8 -2.08 -0.11 3.56
C9 1.04 -0.62 -3.07
C10 1.55 1.60 -2.66
H1 -0.38 1.03 -3.69
H2 -2.53 2.06 3.17
H3 1.50 2.70 -2.67
H4 -1.92 -2.24 3.00
H5 -1.75 -1.19 0.39
H6 0.51 -1.53 -3.39
H7 3.58 1.19 -1.73
H8 -2.36 1.43 0.62
H9 2.98 -1.44 -2.23
H10 -2.10 -0.19 4.66

Mulliken atomic charge list, values in e, 6 entries: atom 1 (Pb): 0.823, atom 2 (Br): -0.640, atom 3 (Br): -0.634, atom 4 (C): -0.717, atom 5 (C): -0.640, atom 6 (C): -0.849



DFT (the ωB97M-V functional and the def2-TZVPD basis) results for a structure of composition C15H15ClN2O4PtTe4 at a distorted geometry.

## Properties
* charge: -2
* multiplicity: 1
* LUMO: 4.114 eV
* HOMO-LUMO gap: 5.0 eV

CARTESIAN COORDINATES (ANGSTROEM)
Pt1 1.91 0.87 0.34
Te1 0.96 3.23 0.77
Te2 2.86 5.12 0.29
Te3 4.40 1.19 -0.04
Te4 4.59 3.63 -1.24
Cl1 -4.25 0.57 0.16
O1 -4.40 1.14 2.91
O2 -0.29 0.72 4.31
O3 1.36 0.78 2.84
O4 -2.77 0.69 4.34
N1 -0.40 0.72 0.69
N2 -1.50 0.68 -0.13
C1 2.43 -1.17 0.26
C2 1.36 -2.22 -0.04
C3 -2.26 0.91 -3.74
C4 0.11 0.84 -3.43
C5 -0.99 0.92 -4.28
C6 -2.45 0.82 -2.38
C7 -0.07 0.74 -2.07
C8 -1.36 0.73 -1.50
C9 -3.23 0.87 3.17
C10 2.05 -3.56 -0.34
C11 -2.25 0.75 2.01
C12 0.13 0.75 3.06
C13 -0.83 0.75 1.99
C14 -2.63 0.69 0.69
C15 0.39 -2.43 1.11
H1 0.92 -2.77 2.00
H2 -0.38 -3.16 0.85
H3 3.25 -1.36 -0.46
H4 -1.37 0.68 4.36
H5 -3.45 0.84 -1.99
H6 0.82 0.66 -1.42
H7 1.11 0.86 -3.83
H8 2.71 -3.48 -1.20
H9 2.65 -3.87 0.52
H10 -0.11 -1.50 1.36
H11 0.79 -1.93 -0.93
H12 -0.85 1.00 -5.35
H13 -3.13 0.99 -4.38
H14 1.32 -4.35 -0.54
H15 2.86 -1.38 1.26

Mulliken atomic charge list, values in e, 6 entries: atom 1 (Pt): 1.573, atom 2 (Te): -0.363, atom 3 (Te): -0.227, atom 4 (Te): -0.259, atom 5 (Te): -0.244, atom 6 (Cl): -0.227



DFT (the ωB97M-V functional and the def2-TZVPD basis) results for the ion C3H3N4O4 with charge +1 at a distorted geometry.

## Properties
* charge: +1
* multiplicity: 1
* LUMO (alpha / beta): -6.869 / -6.865 eV
* HOMO-LUMO gap (alpha / beta): 8.0 / 8.0 eV

CARTESIAN COORDINATES (ANGSTROEM)
O1 1.11 2.79 -0.70
O2 3.26 -1.68 0.97
O3 -2.57 -1.50 0.24
O4 -2.71 0.63 0.60
N1 -0.47 1.20 -0.03
N2 0.66 1.67 -0.48
N3 1.45 -0.75 -0.16
N4 -2.16 -0.36 0.23
C1 -0.75 -0.10 -0.03
C2 0.14 -1.09 -0.26
C3 2.34 -1.33 0.44
H1 1.08 0.71 -0.86
H2 -0.15 -2.11 -0.12
H3 -1.24 1.91 0.16

Mulliken atomic charge list, values in e, 6 entries: atom 1 (O): -0.417, atom 2 (O): -0.195, atom 3 (O): -0.510, atom 4 (O): -0.611, atom 5 (N): 0.124, atom 6 (N): 0.244



DFT (the ωB97M-V functional and the def2-TZVPD basis) results for a cluster of 2 separate species, C3H11O in total at a distorted geometry.

## Properties
* charge: +1
* multiplicity: 1
* LUMO: -5.176 eV
* HOMO-LUMO gap: 9.7 eV

CARTESIAN COORDINATES (ANGSTROEM)
O1 2.83 0.51 1.26
C1 -1.17 -1.08 -1.39
C2 -0.36 0.53 0.44
C3 -1.51 0.13 -0.49
H1 -1.19 -2.00 -0.82
H2 -1.87 0.90 -1.16
H3 2.46 -0.39 1.16
H4 -2.39 -0.13 0.11
H5 -1.98 -1.13 -2.12
H6 0.01 -0.44 0.79
H7 -0.26 -0.91 -1.96
H8 -0.73 1.07 1.31
H9 0.40 1.03 -0.16
H10 2.24 1.29 1.12
H11 3.54 0.62 1.92

Mulliken atomic charge list, values in e, 6 entries: atom 1 (O): -0.344, atom 2 (C): -1.116, atom 3 (C): -0.903, atom 4 (C): -0.440, atom 5 (H): 0.336, atom 6 (H): 0.348



DFT (the ωB97M-V functional and the def2-TZVPD basis) results for a structure of composition C4H7BiO3 at a distorted geometry.

## Properties
* charge: +1
* multiplicity: 2
* LUMO (alpha / beta): -5.948 / -5.955 eV
* HOMO-LUMO gap (alpha / beta): 7.3 / 8.0 eV
* <S²>: 0.75

CARTESIAN COORDINATES (ANGSTROEM)
Bi1 0.06 1.88 -0.04
O1 0.10 -0.20 0.39
O2 -1.80 1.55 -0.28
O3 1.96 1.65 -0.15
C1 -1.12 -0.76 -0.13
C2 -2.20 0.28 0.13
C3 1.33 -0.65 -0.07
C4 2.38 0.39 0.18
H1 1.33 -1.51 -0.75
H2 -2.45 0.26 1.21
H3 2.97 -0.51 -0.46
H4 -1.33 -1.72 0.37
H5 2.86 0.31 1.18
H6 -0.98 -0.93 -1.21
H7 -3.11 -0.06 -0.40

Mulliken atomic charge list, values in e, 6 entries: atom 1 (Bi): 1.387, atom 2 (O): -0.383, atom 3 (O): -0.574, atom 4 (O): -0.566, atom 5 (C): -0.412, atom 6 (C): -0.383



DFT (the ωB97M-V functional and the def2-TZVPD basis) results for a structure of composition C14H35HgN2O5 at a distorted geometry.

## Properties
* charge: +1
* multiplicity: 1
* LUMO: -2.064 eV
* HOMO-LUMO gap: 7.7 eV

CARTESIAN COORDINATES (ANGSTROEM)
Hg1 0.18 0.08 0.01
O1 0.94 0.83 -1.96
O2 -1.16 -1.58 -1.38
O3 -0.62 -1.25 1.72
O4 0.00 2.32 0.47
O5 1.76 0.57 1.63
N1 -1.99 1.01 -0.51
N2 2.11 -1.37 -0.65
C1 -2.91 -0.13 -0.68
C2 -1.27 2.97 0.52
C3 -2.52 -2.74 2.24
C4 -2.37 1.93 0.60
C5 1.09 3.27 0.31
C6 0.47 1.85 -2.85
C7 -1.00 -2.99 -1.61
C8 2.30 0.48 -2.25
C9 2.53 -1.03 -1.99
C10 3.16 -1.00 0.31
C11 -1.20 -2.09 2.67
C12 -2.45 -1.16 -1.72
C13 2.63 -0.58 1.65
C14 1.34 0.99 2.90
H1 0.20 1.48 -3.84
H2 -3.19 -0.47 0.32
H3 -3.24 -2.01 1.87
H4 -2.51 -0.80 -2.74
H5 2.32 -2.36 -0.65
H6 -3.01 -3.28 3.06
H7 -3.88 0.22 -1.04
H8 1.21 3.57 -0.73
H9 3.76 -0.15 0.01
H10 -3.33 2.44 0.56
H11 2.94 1.20 -1.74
H12 -1.29 -1.69 3.68
H13 -0.41 2.30 -2.38
H14 -2.10 1.56 -1.35
H15 3.79 -1.88 0.43
H16 -2.23 1.46 1.58
H17 2.28 1.35 3.33
H18 2.19 -1.43 2.17
H19 -1.11 -3.21 -2.67
H20 1.16 2.68 -2.97
H21 0.90 4.16 0.91
H22 2.59 0.63 -3.29
H23 3.54 -1.37 -2.20
H24 2.04 2.87 0.65
H25 1.86 -1.56 -2.67
H26 3.50 -0.31 2.26
H27 0.67 1.84 2.86
H28 -2.42 -3.46 1.43
H29 -1.36 3.63 1.38
H30 -0.01 -3.28 -1.27
H31 -3.20 -1.93 -1.56
H32 -1.46 3.68 -0.28
H33 -0.48 -2.87 2.90
H34 -1.69 -3.59 -1.01
H35 0.94 0.21 3.55

Mulliken atomic charge list, values in e, 6 entries: atom 1 (Hg): 3.599, atom 2 (O): -0.416, atom 3 (O): -0.063, atom 4 (O): -0.949, atom 5 (O): -0.091, atom 6 (O): -0.175



What did we get for electronic energy? Answer: -5727.961793, -2642.798758, -635.561612, -195.802477, -596.435002, -1193.143955 a.u., in the order shown.
What did we get for molar mass? Answer: 497.2, 1028.2, 159.1, 63.1, 312.1, 512.0 g mol⁻¹, in the order shown.